# C28H42O21

7 unconnected molecules or ions with the total composition C28H42O21 in a non-equilibrium geometry (the ωB97M-V functional and the def2-TZVPD basis, the OMol25 dataset).

Structure (SMILES) ... C[C@H]1COC(=O)O1.C[C@H]1COC(=O)O1.C[C@H]1COC(=O)O1.C[C@H]1COC(=O)O1.C[C@H]1COC(=O)O1.C[C@H]1COC(=O)O1.C[C@H]1COC(=O)O1
Molar mass ... 714.62 g mol⁻¹
Total charge ... 0
Calculated total energy ... -2672.214305 Ha
Largest force on an atom ... 0.059 hartree/bohr

The geometry in XYZ format:
```
91
Properties=species:S:1:pos:R:3:forces:R:3:lowdin_charge:R:1
C 3.4463 -1.4060 8.5363 -2.2 0.1 0.3 -0.006
C 2.0664 -1.6323 7.7972 2.0 0.8 0.5 -0.285
C 1.4558 -0.3024 7.3070 0.3 -1.1 -0.7 -0.047
O 1.3315 -0.5682 5.8824 0.0 1.3 -0.1 0.055
C 2.0633 -1.6200 5.5197 -0.9 -2.2 0.3 -0.569
O 2.1715 -2.0968 4.4273 0.2 1.1 -0.1 0.147
O 2.4548 -2.3008 6.6151 0.1 -0.1 -0.8 0.061
H 3.2642 -0.6798 9.3315 0.2 -0.3 0.4 0.080
H 4.1670 -0.9317 7.8735 -0.1 -0.3 -0.3 0.090
H 3.7710 -2.3751 8.9032 0.4 0.2 0.2 0.081
H 1.3318 -2.2781 8.2781 0.3 0.1 0.5 0.153
H 2.1587 0.5114 7.4738 -0.2 0.2 -0.1 0.130
H 0.4586 -0.1010 7.6855 0.1 0.1 0.1 0.134
C 4.0167 1.9345 -3.8978 0.2 -0.4 -1.4 -0.013
C 2.8953 2.3904 -4.8511 1.1 1.5 1.1 -0.261
C 1.6060 2.7344 -4.1050 -0.3 -2.8 -1.2 -0.127
O 1.3692 4.0993 -4.2942 -0.3 0.0 0.1 0.102
C 2.3468 4.6167 -5.0501 1.4 0.9 0.4 -0.565
O 2.4495 5.7706 -5.3380 -0.4 -0.3 -0.2 0.152
O 3.3162 3.7069 -5.3069 -0.6 0.1 -0.2 0.060
H 4.1060 0.8549 -3.7723 -0.4 0.0 0.1 0.078
H 3.9452 2.4314 -2.9331 -0.1 0.0 0.0 0.089
H 4.9377 2.2302 -4.4040 0.2 0.1 0.3 0.082
H 2.7285 1.8488 -5.7799 0.2 -0.6 0.4 0.154
H 1.6341 2.3389 -3.0920 -0.1 1.0 0.3 0.118
H 0.8954 2.0866 -4.6166 -0.8 0.7 0.3 0.101
C 2.0065 -0.7602 1.3421 1.0 -0.7 1.5 -0.025
C 1.6262 -0.2053 0.0269 -1.2 -0.2 -0.9 -0.284
C 0.1816 -0.6302 -0.4146 1.1 -1.1 1.0 -0.089
O -0.4365 0.5743 -0.7358 -0.3 0.9 -0.6 0.069
C 0.4077 1.6212 -0.5614 -0.6 -0.5 0.0 -0.551
O 0.1366 2.7299 -0.8985 0.2 0.2 0.1 0.153
O 1.5377 1.2231 0.0491 -0.1 0.4 -0.1 0.099
H 2.1192 -1.8488 1.3254 0.3 0.0 -0.5 0.078
H 1.3447 -0.6814 2.2062 -0.5 0.7 -0.5 0.067
H 2.9546 -0.3477 1.6945 0.1 -0.1 -0.2 0.098
H 2.3629 -0.4245 -0.7490 0.0 -0.2 0.1 0.147
H -0.3124 -1.0873 0.4434 -0.1 0.2 -0.1 0.108
H 0.1487 -1.3730 -1.2108 0.1 0.5 -0.4 0.119
C 2.9118 -5.9550 -0.1932 0.5 0.1 1.3 -0.026
C 2.1198 -4.6323 -0.1034 1.2 -2.0 -1.5 -0.305
C 2.3166 -3.7463 -1.3325 1.1 -0.9 0.5 -0.112
O 1.0161 -3.6097 -1.8164 -0.5 1.6 -1.6 0.055
C 0.0688 -4.2333 -1.0836 1.6 1.0 0.6 -0.534
O -1.0925 -4.0020 -1.1776 0.3 -1.0 0.1 0.181
O 0.7576 -4.9986 -0.1964 -1.9 -0.1 1.2 0.076
H 3.9696 -5.7421 -0.3620 0.0 0.0 0.0 0.085
H 2.6134 -6.7549 -0.8689 -0.5 0.6 -0.5 0.091
H 2.8424 -6.4199 0.7938 0.2 0.0 0.0 0.081
H 2.4327 -4.1491 0.8221 -0.7 0.1 0.2 0.140
H 2.9813 -4.2378 -2.0467 -0.4 -0.2 -0.3 0.131
H 2.8737 -2.8386 -1.0913 -0.9 0.5 0.0 0.124
C -2.4257 -3.5690 3.7509 0.3 0.5 1.7 -0.013
C -2.3166 -2.0467 3.7819 -1.4 -1.4 1.3 -0.340
C -1.0386 -1.4645 3.2612 -0.3 0.3 -1.6 -0.077
O -1.4910 -0.6030 2.1943 -0.6 0.0 0.3 0.022
C -2.8449 -0.5227 2.2343 -0.5 1.0 0.3 -0.530
O -3.4544 0.3599 1.7147 0.0 -0.7 -0.2 0.164
O -3.3883 -1.4870 3.0389 0.8 1.1 -1.3 0.090
H -2.2666 -4.0925 2.8123 0.0 0.3 -0.1 0.093
H -3.3651 -3.8313 4.2391 -0.3 -0.1 -0.6 0.086
H -1.7120 -3.8871 4.5195 0.4 -0.4 -0.4 0.087
H -2.5436 -1.7309 4.8057 0.4 -0.1 0.1 0.154
H -0.5030 -2.2664 2.7514 0.8 0.2 0.6 0.133
H -0.5044 -0.8061 3.9419 0.4 -0.6 0.2 0.130
C -3.9233 0.7739 -2.9265 -0.1 -1.4 1.6 -0.012
C -3.2917 0.1522 -4.1370 0.1 1.9 -1.5 -0.283
C -2.7373 1.2363 -5.0714 -0.5 0.1 -1.1 -0.111
O -1.4271 1.3782 -4.6467 1.8 0.5 0.2 0.050
C -1.0099 0.2510 -4.0721 -0.1 0.3 0.8 -0.554
O 0.1254 0.0609 -3.7514 -0.2 -0.6 -0.1 0.150
O -2.0724 -0.5485 -3.8319 0.0 -0.5 0.2 0.103
H -4.2745 -0.0475 -2.2929 -0.2 0.1 0.0 0.093
H -4.7699 1.4406 -3.0722 0.1 0.0 -0.5 0.100
H -3.1876 1.2467 -2.2724 0.2 0.3 -0.3 0.080
H -3.9350 -0.4316 -4.7927 -0.1 -0.6 0.7 0.155
H -3.1476 2.2474 -5.0426 -0.6 -0.4 0.1 0.136
H -2.6849 0.8656 -6.1048 -0.4 0.2 0.0 0.141
C -3.2345 3.7710 -0.2746 0.6 1.1 0.6 -0.010
C -2.9251 4.7787 -1.3927 -0.7 -1.6 0.3 -0.303
C -2.5543 4.2298 -2.7649 0.7 -0.2 -0.3 -0.093
O -3.6366 4.5311 -3.6396 -0.2 0.9 0.2 0.056
C -4.3622 5.5015 -3.0324 -1.1 -0.6 0.8 -0.548
O -5.2441 6.1360 -3.5134 0.3 0.0 -0.4 0.164
O -4.0954 5.5235 -1.6949 0.2 1.0 -0.5 0.080
H -4.1238 3.1455 -0.3280 0.2 -0.2 -0.8 0.088
H -3.4243 4.3469 0.6364 0.1 0.2 0.0 0.082
H -2.3077 3.2332 -0.0734 -0.2 -0.4 -0.1 0.069
H -2.0826 5.4055 -1.1002 -0.4 0.3 0.4 0.152
H -2.4048 3.1572 -2.8459 0.4 0.1 0.3 0.104
H -1.6910 4.8292 -3.0589 0.2 -0.6 -0.6 0.140
```
Positions in Å, forces in eV/Å.


# C28H43BFNO2PPd

A molecular structure, C28H43BFNO2PPd in a non-equilibrium geometry (the ωB97M-V functional and the def2-TZVPD basis, the OMol25 dataset).

Molar mass ... 592.86 g mol⁻¹
Total charge ... -1
Calculated total energy ... -1892.080009 Ha
Largest force on an atom ... 0.032 hartree/bohr

The geometry in XYZ format:
```
78
Properties=species:S:1:pos:R:3:forces:R:3:lowdin_charge:R:1
Pd -0.3446 0.8880 -0.5164 1.0 0.4 1.2 0.758
C 1.4409 -2.5135 2.5326 -0.1 -0.1 0.0 -0.134
C 0.2820 -1.6427 3.0023 0.4 0.4 -0.6 -0.529
C 0.7789 -0.5856 3.9817 -0.1 0.0 0.0 -0.128
P -0.4211 -0.8037 1.4488 -1.2 -0.2 -0.1 1.121
C -2.0128 -0.0726 2.1362 0.2 0.1 -0.1 -0.527
C -3.0349 0.0018 1.0082 0.1 -0.1 -0.1 -0.135
C -1.7460 1.3427 2.6343 0.1 0.0 0.0 -0.134
C -1.0708 -2.2432 0.5356 0.5 0.6 -0.3 -0.320
C -1.4856 -3.4255 1.1267 -0.1 -0.3 -0.2 -0.084
C -1.8871 -4.5262 0.3831 0.0 0.0 0.3 -0.309
C -2.3260 -5.7984 1.0505 0.1 0.1 -0.1 -0.078
C -1.8467 -4.4202 -1.0063 0.1 0.1 0.0 -0.066
C -1.4611 -3.2602 -1.6276 0.0 -0.1 -0.1 -0.025
C -1.0982 -2.1082 -0.8839 -0.2 -0.5 0.0 -0.338
N -0.7837 -0.9562 -1.4620 -0.2 0.8 0.3 -0.074
C -0.7564 -0.7420 -2.8263 0.0 -0.5 -1.2 -0.249
C 0.4883 -0.5917 -3.4723 -0.4 0.0 0.4 -0.210
C 1.7188 -0.5656 -2.6185 -0.1 0.3 0.3 -0.050
C 0.5410 -0.4032 -4.8409 -0.2 0.1 -0.2 -0.028
C -0.6184 -0.3549 -5.6042 0.0 0.0 -0.1 -0.290
C -0.5564 -0.2057 -7.0997 0.0 0.0 0.1 -0.072
C -1.8449 -0.4526 -4.9560 0.2 0.0 -0.1 -0.023
C -1.9372 -0.6217 -3.5866 0.2 -0.1 0.3 -0.207
C -3.2634 -0.6177 -2.8944 0.0 0.1 0.1 -0.035
H 1.8979 -3.0508 3.3638 0.1 0.0 0.1 0.072
H 2.2002 -1.8876 2.0671 0.2 0.0 -0.1 0.075
H 1.0977 -3.2390 1.7984 0.1 -0.1 -0.1 0.060
H -0.4762 -2.2640 3.4935 -0.1 0.1 -0.3 0.094
H 1.3040 0.1951 3.4339 0.1 0.1 0.1 0.051
H 1.4548 -1.0242 4.7171 0.1 -0.1 0.1 0.072
H -0.0532 -0.1393 4.5197 0.0 0.1 0.1 0.061
H -2.3751 -0.7199 2.9473 0.1 0.0 -0.1 0.108
H -2.6101 0.6132 0.1998 -0.5 0.0 0.0 0.028
H -3.9531 0.4768 1.3533 -0.1 0.1 0.0 0.078
H -3.2755 -0.9856 0.6182 -0.1 0.0 -0.1 0.068
H -1.3393 1.9220 1.7971 -0.1 0.1 0.2 0.054
H -1.0263 1.3651 3.4463 0.1 0.1 0.1 0.042
H -2.6678 1.8121 2.9761 -0.1 0.1 0.0 0.075
H -1.5219 -3.5062 2.2061 0.1 0.0 0.1 0.097
H -2.4797 -5.6327 2.1136 0.0 -0.1 0.1 0.064
H -1.5779 -6.5834 0.9316 0.0 -0.1 0.0 0.069
H -3.2579 -6.1587 0.6190 -0.1 -0.1 0.0 0.067
H -2.1346 -5.2689 -1.6129 0.0 -0.1 -0.1 0.104
H -1.4386 -3.1950 -2.7071 0.0 0.0 -0.1 0.108
H 1.7888 -1.4700 -2.0111 0.1 0.1 0.1 0.079
H 1.6291 0.2990 -1.9263 0.3 -0.5 -0.2 0.055
H 2.6196 -0.4617 -3.2183 0.1 0.1 -0.1 0.068
H 1.5042 -0.2782 -5.3242 0.1 0.0 0.0 0.104
H 0.4559 0.0380 -7.4183 0.0 0.0 -0.1 0.064
H -1.2282 0.5823 -7.4432 0.0 0.0 -0.1 0.071
H -0.8544 -1.1354 -7.5917 0.0 0.0 -0.1 0.072
H -2.7579 -0.3830 -5.5359 -0.1 0.0 -0.1 0.109
H -4.0752 -0.5706 -3.6174 -0.1 0.0 -0.1 0.070
H -3.3140 0.2632 -2.2488 0.0 0.0 0.1 0.070
H -3.3884 -1.4994 -2.2680 -0.1 -0.1 0.1 0.067
F -1.9802 2.1840 -1.2867 1.1 -0.5 0.4 -0.616
C 3.4447 2.4602 2.9437 -0.4 0.0 -0.3 -0.014
C 2.2342 2.9704 2.1600 0.1 0.5 0.3 -0.483
C 1.3247 3.7543 3.1187 0.1 -0.2 -0.3 -0.009
O 1.4847 1.8702 1.6543 0.2 -0.5 0.2 0.010
B 1.0487 2.1304 0.3557 -1.6 0.2 0.3 -0.607
O 1.6092 3.3201 -0.0729 -0.3 0.0 -0.5 0.080
C 2.5907 3.7654 0.8581 0.6 0.0 0.1 -0.485
C 3.9486 3.3441 0.2750 -0.3 0.1 0.1 -0.015
C 2.5357 5.2866 0.9899 -0.2 -0.4 -0.1 -0.009
H 3.1056 1.9949 3.8665 0.0 0.0 0.1 0.080
H 4.1056 3.2881 3.1928 0.1 0.1 0.1 0.087
H 3.9861 1.7136 2.3715 0.1 0.0 -0.1 0.085
H 0.9971 3.0864 3.9119 0.0 -0.1 0.1 0.083
H 0.4407 4.1052 2.5930 -0.1 0.1 0.0 0.097
H 1.8515 4.5944 3.5671 0.0 0.1 0.0 0.083
H 3.9527 2.2640 0.1375 0.1 -0.1 0.0 0.094
H 4.7812 3.6443 0.9104 0.1 0.0 0.0 0.082
H 4.0657 3.8024 -0.7052 0.0 0.1 0.0 0.090
H 1.5276 5.6194 1.2188 -0.1 0.0 0.1 0.085
H 2.8280 5.7404 0.0457 0.1 0.0 -0.1 0.086
H 3.2155 5.6269 1.7708 0.1 0.0 0.0 0.087
```
Positions in Å, forces in eV/Å.


# C28H43BrN5OP

6 unconnected molecules or ions with the total composition C28H43BrN5OP in a non-equilibrium geometry (the ωB97M-V functional and the def2-TZVPD basis, the OMol25 dataset).

Structure (SMILES) ... CCCP(Br)CCCCOC.c1cc[nH]c1.c1cc[nH]c1.c1cc[nH]c1.c1cc[nH]c1.c1cc[nH]c1
Molar mass ... 576.56 g mol⁻¹
Total charge ... 0
Calculated total energy ... -4356.911385 Ha
Largest force on an atom ... 0.053 hartree/bohr

The geometry in XYZ format:
```
79
Properties=species:S:1:pos:R:3:forces:R:3:lowdin_charge:R:1
C 2.3928 -5.0415 0.3963 -0.5 1.4 -0.4 -0.146
C 1.5218 -4.1035 -0.6798 0.9 -1.2 1.2 -0.297
C 2.1765 -4.3732 -2.1584 -1.2 -1.1 0.6 -0.456
P 2.2829 -2.8224 -3.2835 0.6 0.2 -0.4 0.551
Br 0.9589 -3.3874 -5.0978 0.2 0.3 1.0 0.148
C 1.4699 -1.2834 -2.4712 -1.3 -0.2 0.9 -0.477
C 1.3383 0.0194 -3.4578 -0.8 0.1 0.3 -0.243
C 1.0076 1.3424 -2.4900 -0.7 -0.4 0.1 -0.160
C -0.5099 1.1490 -1.8197 0.5 0.0 0.1 -0.212
O -1.5405 0.9073 -2.8535 0.5 -1.6 1.6 -0.264
C -2.2922 -0.3384 -2.5774 -1.1 0.3 0.1 -0.122
H 3.5288 -4.8849 0.0911 -2.3 -0.6 1.0 0.072
H 2.1746 -4.5600 1.4656 0.7 -1.5 -2.2 0.085
H 2.0349 -6.1565 0.3166 1.0 2.2 0.3 0.081
H 0.4071 -4.4585 -0.5599 2.1 1.0 -0.7 0.098
H 1.6182 -3.0070 -0.2825 -0.2 -2.0 -1.1 0.086
H 3.2820 -4.8078 -2.0804 -2.3 1.2 0.0 0.064
H 1.5487 -5.2445 -2.6791 1.3 2.0 1.0 0.088
H 2.1103 -1.0530 -1.4948 -1.1 -0.4 -2.1 0.092
H 0.3900 -1.5814 -2.0845 2.2 0.8 -0.7 0.071
H 0.4188 -0.2046 -4.1854 2.0 0.7 1.7 0.112
H 2.2620 0.2191 -4.1479 -1.5 -0.5 1.6 0.110
H 1.7587 1.3896 -1.5756 -1.4 -0.1 -1.9 0.110
H 1.0921 2.3629 -3.0821 -0.3 -2.2 1.1 0.114
H -0.8573 2.0777 -1.1969 0.9 -1.6 -1.2 0.124
H -0.4673 0.2266 -1.0953 0.0 1.7 -1.3 0.106
H -3.3009 -0.2581 -3.1946 2.2 -0.2 1.3 0.110
H -1.7305 -1.3153 -2.8965 -0.8 1.9 0.6 0.086
H -2.5728 -0.3845 -1.4277 0.6 0.0 -2.3 0.104
N 2.1225 4.6218 0.2678 0.0 -0.1 0.0 0.001
C 1.4011 4.5015 1.4270 -0.1 0.0 0.1 -0.145
C 0.0906 4.8190 1.1476 0.2 -0.1 0.3 -0.117
C 0.0180 5.1362 -0.2299 0.2 0.0 -0.4 -0.119
C 1.2864 5.0033 -0.7491 0.0 0.0 -0.1 -0.149
H 3.1161 4.4542 0.1768 -0.4 0.1 0.0 0.148
H 1.8810 4.2027 2.3492 -0.1 0.1 -0.1 0.103
H -0.7252 4.8207 1.8588 0.2 0.0 -0.1 0.083
H -0.8646 5.4292 -0.7836 0.2 0.0 0.1 0.093
H 1.6647 5.1485 -1.7521 -0.1 0.0 0.2 0.106
N -3.3893 -6.1773 0.3738 0.0 0.0 0.0 -0.003
C -2.4080 -5.9934 -0.5652 0.1 0.0 -0.1 -0.153
C -2.9260 -5.2137 -1.5751 0.4 -0.1 0.1 -0.117
C -4.2651 -4.9118 -1.2301 -0.3 0.0 0.3 -0.115
C -4.5238 -5.5170 -0.0207 -0.1 0.0 0.0 -0.142
H -3.2914 -6.7153 1.2250 0.0 0.2 -0.3 0.148
H -1.4282 -6.4332 -0.4355 -0.2 0.1 -0.1 0.099
H -2.3963 -4.8955 -2.4636 -0.1 -0.1 0.1 0.090
H -4.9651 -4.3165 -1.8020 0.1 -0.1 0.1 0.091
H -5.4161 -5.5354 0.5907 0.1 0.0 -0.1 0.106
N 5.8587 -2.6476 -1.8646 0.1 0.0 0.1 -0.001
C 6.4555 -3.8772 -1.9678 0.0 0.0 0.0 -0.148
C 7.8146 -3.6830 -2.0745 -0.3 -0.3 0.0 -0.115
C 8.0461 -2.2875 -2.0281 -0.1 0.4 0.0 -0.117
C 6.8213 -1.6724 -1.8952 0.0 0.0 0.0 -0.143
H 4.8638 -2.4853 -1.7784 0.4 -0.1 -0.2 0.103
H 5.8635 -4.7825 -1.9580 0.1 0.1 0.0 0.096
H 8.5590 -4.4623 -2.1737 -0.1 0.1 0.0 0.091
H 9.0032 -1.7853 -2.0848 -0.2 -0.1 0.0 0.091
H 6.5530 -0.6270 -1.8214 0.1 -0.2 0.0 0.104
N -1.8801 1.8672 3.7613 0.1 0.0 0.0 0.008
C -0.5441 2.1551 3.8651 0.1 0.0 0.0 -0.148
C -0.3840 3.0728 4.8792 0.3 -0.2 -0.3 -0.116
C -1.6680 3.3435 5.4096 -0.4 0.0 0.0 -0.117
C -2.5727 2.5834 4.7027 -0.1 0.1 0.0 -0.157
H -2.2906 1.2260 3.0950 0.2 0.3 0.3 0.150
H 0.1761 1.6847 3.2092 -0.1 0.1 0.1 0.107
H 0.5562 3.5001 5.2029 -0.2 -0.1 -0.1 0.092
H -1.9069 4.0195 6.2203 0.0 -0.1 -0.1 0.095
H -3.6473 2.4920 4.7879 0.2 0.0 0.0 0.104
N -4.2812 5.4692 3.4107 -0.1 0.0 -0.1 0.005
C -5.2933 5.3300 4.3244 0.0 0.0 0.0 -0.150
C -6.3723 6.0603 3.8789 0.1 -0.2 0.3 -0.119
C -5.9998 6.6562 2.6503 0.2 0.1 -0.3 -0.119
C -4.7047 6.2720 2.3837 0.0 0.0 0.0 -0.142
H -3.3654 5.0451 3.4826 -0.3 0.1 0.1 0.124
H -5.1589 4.7260 5.2118 0.0 0.1 -0.1 0.100
H -7.3252 6.1529 4.3836 0.2 0.0 -0.1 0.090
H -6.6108 7.2961 2.0268 0.1 -0.1 0.1 0.090
H -4.0496 6.5017 1.5540 -0.1 0.0 0.1 0.104
```
Positions in Å, forces in eV/Å.


Question: Number 3 is which compound?
Answer: C28H43BrN5OP


Question: Among the records above, which one has the lowest total charge?
Answer: C28H43BFNO2PPd